The following is a DFT calculation (ωB97M-V/def2-TZVPD) of a single C42H65NO2 molecule in a non-equilibrium geometry.

Calculated values
**Lowest unoccupied orbital energy**: -1.19 eV
**Largest force on an atom**: 4.27 eV/Å
**Orbital gap**: 7.6303 eV
**E_tot**: -50180.1550 eV

Geometry as XYZ:
```
110
C42H65NO2 ωB97M-V/def2-TZVPD
C 4.582 -3.502 4.326
C 4.951 -3.603 2.740
C 6.376 -2.858 2.562
C 6.989 -3.297 1.117
C 5.903 -2.853 -0.008
C 6.542 -2.842 -1.500
C 7.123 -1.344 -1.774
C 6.169 -0.478 -2.751
C 5.192 0.541 -1.943
C 5.270 2.037 -2.526
C 3.971 2.940 -2.232
C 3.188 2.550 -0.884
C 2.228 3.738 -0.327
C 2.021 3.640 1.282
C 0.701 4.381 1.805
C -0.660 3.526 1.533
C -1.929 4.250 2.203
C -2.717 3.364 3.281
C -1.787 2.423 4.196
C -2.142 0.848 3.932
C -0.959 0.052 3.217
C 0.218 -0.435 4.148
C 1.403 -1.215 3.529
C 1.421 -1.454 1.992
C 0.277 -0.980 1.062
C -0.954 -0.229 1.698
C -2.112 0.228 0.682
O -2.825 1.228 0.964
C -2.374 -0.513 -0.718
C -1.109 -1.229 -1.333
C -1.144 -1.966 -2.690
C -2.486 -1.983 -3.461
C -3.758 -1.299 -2.842
C -5.091 -1.392 -3.761
C -6.196 -2.362 -3.113
C -5.605 0.098 -4.100
C -7.172 0.352 -3.866
C -7.367 1.975 -3.843
C -3.734 -0.556 -1.453
C -5.043 0.120 -0.832
C -5.400 -0.523 0.632
C -6.768 -1.415 0.584
N -6.521 -2.879 0.784
C 0.264 -1.209 -0.531
O 1.387 -1.342 -1.087
H 4.474 -2.385 4.581
H 3.616 -4.057 4.574
H 5.447 -3.900 4.978
H 4.167 -3.003 2.140
H 4.995 -4.701 2.396
H 6.182 -1.723 2.622
H 7.046 -3.172 3.437
H 7.990 -2.759 0.984
H 7.132 -4.434 1.052
H 5.590 -1.776 0.224
H 4.974 -3.516 -0.018
H 5.709 -3.118 -2.241
H 7.366 -3.642 -1.542
H 8.179 -1.489 -2.225
H 7.269 -0.850 -0.749
H 5.569 -1.250 -3.366
H 6.851 0.060 -3.492
H 4.136 0.083 -2.011
H 5.579 0.526 -0.855
H 5.352 1.927 -3.677
H 6.255 2.508 -2.163
H 4.308 4.033 -2.227
H 3.265 2.823 -3.139
H 2.465 1.683 -1.142
H 3.960 2.241 -0.102
H 2.772 4.722 -0.594
H 1.229 3.723 -0.894
H 2.094 2.536 1.569
H 2.949 4.160 1.740
H 0.765 4.638 2.927
H 0.617 5.368 1.215
H -0.800 3.574 0.384
H -0.545 2.420 1.785
H -2.678 4.455 1.342
H -1.609 5.287 2.576
H -3.592 2.756 2.832
H -3.230 4.112 4.004
H -0.667 2.639 4.102
H -2.053 2.644 5.301
H -3.137 0.724 3.392
H -2.262 0.389 4.982
H 0.165 -0.212 5.277
H 2.238 -1.592 4.201
H 2.312 -2.005 1.545
H -0.188 -2.437 -3.084
H -2.507 -2.506 -4.481
H -4.800 -1.871 -4.774
H -6.313 -2.130 -2.001
H -7.192 -2.379 -3.688
H -5.755 -3.432 -3.163
H -5.317 0.355 -5.188
H -5.027 0.857 -3.450
H -7.752 -0.065 -4.775
H -7.577 -0.014 -2.865
H -8.363 2.273 -3.353
H -6.549 2.352 -3.113
H -7.220 2.454 -4.867
H -4.904 1.245 -0.632
H -5.985 -0.014 -1.459
H -5.651 0.345 1.355
H -4.526 -1.135 1.041
H -7.342 -1.286 -0.399
H -7.507 -1.099 1.418
H -5.577 -3.076 1.138
H -6.714 -3.417 -0.079
```


The following is a DFT calculation (ωB97M-V/def2-TZVPD) of a molecular structure, C35H33ClFIrN5O2 in a non-equilibrium geometry.

Calculated values
**Total charge**: +1
**Lowest unoccupied orbital energy**: -3.30 eV
**Relative energy (zero: lowest compared OMol25 entry of this formula, charge and spin)**: 11.41 kcal per mole
**Largest force on an atom**: 2.88 eV/Å
**Orbital gap**: 6.6895 eV
**E_tot**: -66451.1892 eV

Geometry as XYZ:
```
78
C35H33ClFIrN5O2 ωB97M-V/def2-TZVPD
Ir 1.292 0.393 0.243
O 5.177 1.221 1.421
C 4.014 0.931 1.287
N 3.288 0.796 0.134
C 3.884 0.657 -1.109
O 5.010 0.300 -1.347
C 2.894 0.935 -2.209
C 3.303 1.041 -3.521
C 2.352 1.315 -4.491
C 1.036 1.515 -4.104
C 0.701 1.387 -2.768
N 1.611 1.077 -1.840
C 3.126 0.681 2.472
C 3.587 0.892 3.754
C 2.741 0.639 4.820
C 1.482 0.114 4.565
C 1.101 -0.112 3.259
N 1.892 0.204 2.222
H 4.352 0.906 -3.746
H 2.633 1.379 -5.534
H 0.268 1.764 -4.823
H -0.313 1.531 -2.425
H 4.601 1.248 3.874
H 3.061 0.836 5.834
H 0.793 -0.117 5.365
H 0.153 -0.566 3.022
C -1.716 -0.757 -3.386
C -0.873 -1.393 -2.275
C -0.293 -2.724 -2.760
C -1.720 -1.479 -1.014
C -2.586 -2.557 -0.864
C -3.484 -2.612 0.184
C -3.581 -1.538 1.047
C -2.758 -0.418 0.925
C -2.969 0.752 1.888
C -1.859 0.847 2.925
C -4.327 0.719 2.589
C -1.756 -0.427 -0.075
N -0.742 0.596 -0.115
C -1.109 1.919 -0.305
C -2.332 2.333 -0.856
C -2.618 3.679 -1.034
C -1.705 4.668 -0.684
C -0.475 4.293 -0.167
C -0.230 2.955 -0.022
F 1.041 2.557 0.451
H -1.105 -0.555 -4.270
H -2.168 0.182 -3.055
H -2.525 -1.430 -3.679
H -0.039 -0.735 -2.064
H -1.069 -3.462 -2.966
H 0.401 -3.156 -2.038
H 0.254 -2.566 -3.692
H -2.560 -3.367 -1.581
H -4.132 -3.471 0.307
H -4.330 -1.565 1.827
H -2.943 1.672 1.312
H -1.885 -0.021 3.591
H -1.977 1.745 3.536
H -0.890 0.903 2.436
H -4.372 -0.062 3.351
H -5.145 0.562 1.885
H -4.497 1.673 3.091
H -3.059 1.573 -1.120
H -3.575 3.961 -1.453
H -1.941 5.713 -0.816
H 0.276 5.020 0.117
Cl -0.473 -4.705 1.540
C 0.789 -3.742 0.885
C 1.969 -4.316 0.455
C 2.951 -3.489 -0.059
C 2.727 -2.131 -0.138
N 1.567 -1.583 0.273
C 0.612 -2.372 0.789
H 2.113 -5.386 0.524
H 3.894 -3.890 -0.402
H 3.481 -1.472 -0.528
H -0.296 -1.905 1.136
```


The following is a DFT calculation (ωB97M-V/def2-TZVPD) of a molecular structure, C15H30BCrF4O15 in a non-equilibrium geometry.

Calculated values
**Total charge**: +1
**Lowest unoccupied orbital energy (spin up / spin down)**: -4.32 / -10.27 eV
**Multiplicity**: 9
**Largest force on an atom**: 5.14 eV/Å
**Orbital gap (spin up / spin down)**: 3.8686 / 1.4916 eV
**E_tot**: -86706.3714 eV

Geometry as XYZ:
```
66
C15H30BCrF4O15 ωB97M-V/def2-TZVPD
Cr 0.873 2.231 -2.315
B -1.293 -0.970 1.329
F -0.086 -0.755 0.784
F -1.689 0.186 1.975
F -2.171 -1.249 0.249
F -1.206 -2.101 2.151
C -3.879 -6.356 10.256
O -4.212 -6.136 8.906
C -3.715 -6.982 8.002
O -2.721 -7.756 8.055
O -4.510 -6.869 6.927
C -4.148 -7.503 5.746
H -3.891 -7.432 10.425
H -4.568 -5.919 10.979
H -2.865 -6.082 10.547
H -3.111 -7.416 5.421
H -4.625 -6.954 4.934
H -4.399 -8.563 5.789
C -3.464 7.033 -1.733
O -4.620 6.212 -1.808
C -4.509 4.908 -1.864
O -3.441 4.282 -1.885
O -5.680 4.428 -2.049
C -5.652 3.009 -2.141
H -3.166 7.390 -2.718
H -2.597 6.558 -1.273
H -3.664 7.833 -1.019
H -6.585 2.527 -2.433
H -5.333 2.624 -1.173
H -4.814 2.661 -2.745
C 3.792 7.974 0.430
O 3.830 7.402 1.766
C 3.359 6.160 1.967
O 2.973 5.445 1.050
O 3.353 5.945 3.258
C 2.731 4.742 3.770
H 4.811 8.185 0.103
H 3.169 8.867 0.476
H 3.348 7.281 -0.284
H 1.653 4.867 3.659
H 2.952 4.694 4.836
H 2.963 3.828 3.222
C 6.509 -1.287 -0.516
O 6.818 -1.634 -1.828
C 6.155 -1.067 -2.812
O 5.167 -0.286 -2.697
O 6.818 -1.390 -3.987
C 6.084 -1.099 -5.248
H 5.530 -0.865 -0.290
H 7.238 -0.550 -0.180
H 6.729 -2.082 0.197
H 6.495 -1.797 -5.976
H 6.185 -0.133 -5.744
H 4.998 -1.186 -5.253
C -1.535 -1.599 -7.439
O -1.256 -2.823 -6.733
C -0.596 -2.804 -5.573
O -0.280 -1.814 -4.874
O -0.382 -4.106 -5.195
C 0.212 -4.364 -3.926
H -1.806 -1.842 -8.467
H -0.783 -0.811 -7.383
H -2.502 -1.273 -7.057
H 1.043 -5.067 -3.865
H -0.530 -4.894 -3.330
H 0.501 -3.458 -3.394
```